Entry from the OMol25 dataset: a cluster of 2 separate species, C7H14N2O4P in total (ωB97M-V/def2-TZVPD).

The charge is +1. As for the HOMO energy (spin up / spin down): -11.8261 / -11.2888 eV. Its LUMO energy (spin up / spin down) is -3.77 / -4.27 eV. The orbital gap (spin up / spin down) is 8.053 / 7.023 eV. The energy above the lowest of the compared OMol25 structures with the same formula, charge and spin comes out at 1.829 eV.

Each line ends with the Löwdin charge.
Geometry (Å):
C 2.14706 1.55798 0.61812  -0.07
C -0.50956 -1.04824 0.38479  -0.06
C 2.89117 0.34395 1.06479  -0.04
C 1.41815 0.05069 -0.77270  -0.10
C 3.31389 -1.61623 -0.41746  -0.03
C -1.84360 2.55577 -0.30717  -0.06
C -4.50485 -1.24229 -0.00573  -0.02
N 1.35220 1.28903 -0.37187  0.07
N 2.36377 -0.75646 0.14454  -0.12
O -0.12904 -1.82899 1.17134  0.11
O -2.05183 -0.05091 -1.78428  -0.21
O -1.84665 1.28533 0.40664  -0.25
O -3.18497 -0.85017 0.43226  -0.22
P -2.09917 -0.10467 -0.33582  0.44
H 2.28828 2.55359 1.00306  0.13
H 3.92449 0.48247 0.94509  0.11
H 2.67528 0.18101 2.11898  0.14
H 1.10058 -0.45577 -1.63526  0.11
H 4.36120 -1.33551 -0.31618  0.12
H 3.12819 -2.64839 -0.10943  0.12
H 3.07152 -1.69533 -1.51456  0.13
H -0.90167 2.64246 -0.92269  0.09
H -1.69467 3.34085 0.46077  0.10
H -2.75425 2.65667 -0.87196  0.09
H -5.22971 -0.81160 0.78279  0.14
H -4.47035 -2.30634 -0.03729  0.09
H -4.72568 -0.80281 -0.93567  0.07
H 1.91019 -1.38610 0.80488  0.12

Entry from the OMol25 dataset: an isolated molecule of C7H14N2O5 (ωB97M-V/def2-TZVPD).

As for the HOMO energy: -9.8725 eV. Its LUMO energy is 0.35 eV. The orbital gap is 10.222 eV. The structure (SMILES) is C[C@@H](O)[C@H](N)C(=O)N[C@@H](CO)C(=O)O. The energy above the lowest of the compared OMol25 structures with the same formula, charge and spin comes out at 1.225 eV.

Each line ends with the Löwdin charge.
Geometry (Å):
C 3.32324 0.75770 0.12651  -0.04
C 1.75468 0.76069 0.20707  -0.36
O 1.14665 1.58899 -0.75914  -0.04
C 1.18866 -0.69434 0.09164  -0.28
N 0.79652 -0.92751 -1.23935  0.05
C 0.25855 -0.80267 1.26785  -0.48
O 0.69878 -1.27452 2.31406  0.06
N -0.98419 -0.32619 1.17963  0.14
C -1.63861 0.07928 -0.04657  -0.22
C -2.72755 -0.90786 -0.39632  -0.16
O -2.06177 -2.18906 -0.59903  -0.06
C -2.22503 1.48332 0.28029  -0.46
O -3.35820 1.71094 0.66770  0.10
O -1.38940 2.52479 0.20506  0.11
H 3.80121 1.78719 0.20561  0.09
H 3.83670 0.10022 0.84521  0.08
H 3.63554 0.45572 -0.90549  0.08
H 1.57893 1.21352 1.21145  0.15
H 0.75756 0.90854 -1.30861  0.04
H 1.98899 -1.45357 0.43076  0.17
H 1.59545 -1.01526 -1.83604  0.11
H 0.24996 -1.75708 -1.39494  0.10
H -1.50817 -0.37669 2.08692  0.20
H -0.88850 0.27884 -0.85148  0.14
H -3.47145 -0.90919 0.46096  0.15
H -3.28796 -0.57898 -1.23118  0.11
H -2.64478 -2.73486 -1.14570  0.09
H -0.42580 2.29802 0.13315  0.10

Entry from the OMol25 dataset: a structure of composition C7H14N2O5 (ωB97M-V/def2-TZVPD).

The charge is +2. As for the HOMO energy (spin up / spin down): -17.4927 / -17.4989 eV. Its LUMO energy (spin up / spin down) is -11.94 / -11.93 eV. The orbital gap (spin up / spin down) is 5.552 / 5.566 eV. The energy above the lowest of the compared OMol25 structures with the same formula, charge and spin comes out at 3.215 eV.

Each line ends with the Löwdin charge.
Geometry (Å):
C 1.13974 0.18025 1.55460  0.06
C 0.25821 -0.87022 1.03507  -0.15
C -0.67926 -0.42593 -0.14254  -0.21
C 0.20691 0.10235 -1.28903  -0.24
C 1.25003 1.23082 -0.76155  -0.33
C -1.41810 -0.90711 2.80618  0.01
C 2.05879 1.73579 -2.03954  -0.12
N 1.51532 0.76354 2.54693  0.08
N -0.59552 -1.71568 1.93491  0.07
O 2.09602 1.53093 3.19123  0.33
O 2.08200 0.76466 0.07282  0.13
O -1.34183 -1.63375 -0.53072  0.01
O -0.65216 0.55310 -2.26423  0.07
O 1.24169 2.40480 -2.94817  0.03
H 0.90499 -1.58594 0.51210  0.19
H -1.57150 0.06823 0.20239  0.17
H 0.76283 -0.72581 -1.67885  0.17
H 0.76778 2.16287 -0.46070  0.18
H -1.50525 -1.21622 3.81477  0.11
H -1.00304 0.09425 2.85338  0.09
H -2.53242 -0.81453 2.40740  0.18
H 2.64480 0.83297 -2.43118  0.19
H 2.81525 2.42606 -1.61087  0.16
H -1.24362 -2.09863 1.20636  0.18
H 0.06864 -2.25172 2.47699  0.20
H -1.08638 -1.92604 -1.43433  0.16
H -0.20782 0.87712 -3.03607  0.10
H 1.12278 3.33762 -2.56437  0.19

Entry from the OMol25 dataset: a cluster of 2 separate species, C7H14N2S in total (ωB97M-V/def2-TZVPD).

As for the HOMO energy: -8.3695 eV. Its LUMO energy is 0.85 eV. The orbital gap is 9.222 eV. The structure (SMILES) is CCc1c[nH]cn1.CSC. The energy above the lowest of the compared OMol25 structures with the same formula, charge and spin comes out at 1.059 eV.

Each line ends with the Löwdin charge.
Geometry (Å):
C -1.38558 -1.95648 -2.16120  -0.10
C -0.82714 -0.85975 -1.19523  -0.23
C -0.68990 -1.27430 0.21997  -0.35
C -1.73825 -1.20929 1.16377  -0.04
N -1.18758 -1.81039 2.26393  0.03
C 0.05049 -2.35954 1.91206  -0.17
N 0.30456 -2.11974 0.64252  0.09
H -0.57153 -2.71566 -2.17121  0.08
H -1.51746 -1.57211 -3.18045  0.06
H -2.30571 -2.44788 -1.83282  0.07
H 0.08077 -0.49068 -1.68921  0.10
H -1.53838 -0.02686 -1.26475  0.10
H -2.73660 -0.84775 1.07126  0.11
H -1.59781 -1.84056 3.18422  0.14
H 0.67438 -2.87612 2.62730  0.11
C 1.71040 1.43228 0.59214  -0.40
S 0.48441 2.64433 -0.08601  0.71
C 1.62363 4.01941 -0.51067  -0.43
H 2.21652 1.56725 1.53552  0.03
H 1.14841 0.48445 0.75595  0.00
H 2.38509 1.19031 -0.21124  0.02
H 0.96048 4.71864 -1.02175  0.02
H 2.53999 3.76292 -1.02068  0.03
H 1.91682 4.58753 0.37656  0.03

Entry from the OMol25 dataset: an isolated molecule of C7H14N2S (ωB97M-V/def2-TZVPD).

As for the HOMO energy (spin up / spin down): -8.0114 / -7.8199 eV. Its LUMO energy (spin up / spin down) is -0.58 / -0.46 eV. The orbital gap (spin up / spin down) is 7.435 / 7.363 eV. The energy above the lowest of the compared OMol25 structures with the same formula, charge and spin comes out at 5.691 eV.

Each line ends with the Löwdin charge.
Geometry (Å):
C -0.44939 -0.62713 -0.59950  -0.24
C -1.15123 0.59530 -0.04435  -0.70
C 1.36082 0.32262 -0.00473  -0.64
C -1.91362 0.23784 1.24883  -0.12
C -2.04210 1.34115 -1.04327  -0.10
C 1.90727 -0.36379 1.25881  -0.11
C 2.41567 0.54425 -0.97311  -0.14
N -0.19165 -2.89151 -0.37329  0.06
N -0.80322 -1.78643 -0.18395  -0.08
S 0.31761 1.73302 0.36145  0.94
H -0.05404 -0.47529 -1.50297  0.09
H -2.49624 -0.74835 1.33045  0.09
H -2.67807 1.06292 1.32359  0.09
H -1.17020 0.11311 2.13590  0.09
H -3.03108 0.86974 -1.16824  0.10
H -1.51658 1.33605 -1.93225  0.04
H -2.12252 2.42983 -0.85817  0.08
H 2.23397 -1.38910 1.23968  0.07
H 1.03201 -0.27030 1.96721  0.07
H 2.81605 0.10718 1.57203  0.06
H 2.39507 1.42921 -1.56100  0.06
H 2.57725 -0.35210 -1.63109  0.11
H 3.39490 0.58561 -0.38913  0.10
H -0.83066 -3.80381 -0.17288  0.10

Entry from the OMol25 dataset: an isolated molecule of C7H14N2Si (ωB97M-V/def2-TZVPD).

As for the HOMO energy: -8.4981 eV. Its LUMO energy is 0.75 eV. The orbital gap is 9.249 eV. The structure (SMILES) is CC[Si](C)(C)n1ccnc1. The energy above the lowest of the compared OMol25 structures with the same formula, charge and spin comes out at 0.000 eV.

Each line ends with the Löwdin charge.
Geometry (Å):
C 1.35242 -1.81439 1.49847  -0.16
C 1.63368 -0.52333 0.73093  -0.31
Si 0.41925 0.07998 -0.59145  0.58
C 1.23302 1.49699 -1.56241  -0.16
C 0.01887 -1.31518 -1.74487  -0.16
N -1.03943 0.76222 0.25102  -0.11
C -2.32806 0.68340 -0.16959  -0.14
C -3.07517 1.18241 0.86746  -0.21
N -2.33787 1.64879 1.86435  0.05
C -1.08753 1.36603 1.51227  -0.19
H 1.23431 -2.64157 0.81593  0.05
H 0.43427 -1.79471 2.09827  0.07
H 2.14109 -2.09146 2.19294  0.06
H 2.58085 -0.59850 0.18450  0.07
H 1.74019 0.28895 1.44082  0.06
H 0.85044 1.51676 -2.59955  0.04
H 1.05620 2.42917 -1.03394  0.03
H 2.29904 1.36926 -1.67789  0.02
H -0.31728 -2.18664 -1.22926  0.02
H 0.94393 -1.59152 -2.27158  0.05
H -0.70906 -1.02602 -2.49205  0.03
H -2.69161 0.10459 -1.04571  0.12
H -4.13168 1.15351 0.80739  0.08
H -0.21990 1.50124 2.15394  0.11

Entry from the OMol25 dataset: the ion C7H14N3 with charge +1 (ωB97M-V/def2-TZVPD).

The charge is +1. As for the HOMO energy: -13.3486 eV. Its LUMO energy is -3.21 eV. The orbital gap is 10.137 eV. The structure (SMILES) is CN1[NH2+]C=C[C@]1(N)C1CC1. The energy above the lowest of the compared OMol25 structures with the same formula, charge and spin comes out at 5.366 eV.

Each line ends with the Löwdin charge.
Geometry (Å):
C 0.26608 2.02957 -0.77877  -0.11
N -0.06927 0.75075 -1.33892  -0.08
N -1.51735 0.73343 -1.67589  0.08
C -2.15372 -0.32230 -0.79214  0.03
C -1.25567 -1.10889 -0.22964  0.03
C 0.14569 -0.61628 -0.29007  -0.41
N 1.14721 -1.38918 -0.90320  0.10
C 0.39458 -0.13601 1.11434  -0.29
C 0.59268 -1.20345 2.10663  -0.13
C 1.68564 -0.24555 1.87044  -0.08
H 1.25778 2.24198 -0.44110  0.09
H 0.14216 2.80793 -1.66668  0.13
H -0.50930 2.35556 -0.03666  0.09
H -1.67261 0.44382 -2.67466  0.21
H -1.88769 1.66661 -1.39588  0.17
H -3.19924 -0.37488 -0.88546  0.11
H -1.29843 -1.85611 0.51642  0.13
H 0.91692 -2.12927 -1.66516  0.16
H 2.08515 -0.90032 -1.05517  0.14
H -0.15299 0.72998 1.59947  0.17
H 0.62436 -2.16704 1.73112  0.10
H 0.02499 -1.02701 2.96128  0.10
H 1.92840 0.53039 2.63774  0.13
H 2.50464 -0.81375 1.29198  0.13

Entry from the OMol25 dataset: the ion C7H14N3 with charge +1 (ωB97M-V/def2-TZVPD).

The charge is +1. As for the HOMO energy (spin up / spin down): -11.3048 / -11.2831 eV. Its LUMO energy (spin up / spin down) is -3.48 / -3.62 eV. The orbital gap (spin up / spin down) is 7.821 / 7.667 eV. The energy above the lowest of the compared OMol25 structures with the same formula, charge and spin comes out at 4.599 eV.

Each line ends with the Löwdin charge.
Geometry (Å):
C -2.13786 -1.19006 0.45483  -0.09
C -2.39175 0.20853 0.31166  -0.12
C -1.16779 -1.92269 -0.10767  -0.09
C -1.48528 1.07023 -0.14677  -0.13
C 0.65278 -0.28690 -0.64539  -0.31
C 1.33887 0.67084 1.58014  -0.07
C 1.41885 -0.51580 0.61878  -0.19
N -1.38565 2.31548 -0.54217  0.12
N 1.24502 0.45602 -1.64672  0.14
N -0.19775 -1.41343 -1.10478  0.09
H -2.81734 -1.73225 1.09707  0.12
H -3.33007 0.57120 0.72229  0.11
H -1.05428 -2.96930 0.10518  0.12
H 1.71528 1.57344 1.10742  0.08
H 1.93591 0.47183 2.46476  0.08
H 0.30857 0.83532 1.88081  0.07
H 1.02289 -1.40054 1.12067  0.11
H 2.47439 -0.69668 0.37976  0.13
H -2.19647 2.88518 -0.76255  0.13
H -0.48275 2.77079 -0.55447  0.11
H 2.23784 0.62756 -1.57817  0.11
H 0.88009 0.42199 -2.58380  0.11
H 0.37773 -2.21400 -1.41519  0.19
H -0.73090 -1.07730 -1.92009  0.19